{
  "formula": "C36H94N6O14",
  "method": "ωB97M-V with the def2-TZVPD basis set",
  "elements": ["H", "H", "C", "H", "C", "C", "H", "H", "H", "H", "H", "O", "C", "H", "H", "H", "N", "H", "H", "N", "H", "H", "N", "H", "H", "H", "H", "H", "H", "H", "O", "C", "N", "O", "N", "C", "C", "H", "H", "H", "H", "H", "H", "H", "H", "N", "H", "H", "C", "H", "H", "H", "H", "C", "H", "O", "H", "C", "H", "H", "C", "H", "H", "H", "H", "O", "C", "O", "O", "H", "C", "H", "H", "C", "H", "O", "H", "H", "O", "O", "C", "O", "O", "C", "H", "H", "H", "H", "H", "H", "H", "H", "H", "H", "H", "C", "C", "C", "C", "C", "C", "C", "H", "H", "H", "C", "H", "C", "H", "C", "C", "H", "H", "H", "H", "H", "H", "H", "H", "C", "H", "H", "C", "H", "H", "C", "H", "H", "H", "C", "H", "H", "H", "H", "O", "H", "H", "H", "C", "H", "C", "H", "C", "H", "O", "C", "H", "H", "C", "H"],
  "positions_angstrom": [[-4.33582, -0.89576, -2.12796], [-4.44368, -6.73991, -4.94670], [9.87480, -0.43643, -7.40935], [2.51464, 1.83122, -4.14021], [-5.27376, 5.40629, 0.00127], [-2.39698, 1.39314, 1.69023], [0.03849, -1.79321, -3.26398], [9.43933, 1.79653, -5.90820], [4.01116, 1.66288, -3.37037], [5.66646, -0.60722, 0.99654], [-2.22689, 2.12597, 2.48080], [4.15260, 1.77707, -5.48959], [2.52743, 1.43556, 2.14996], [-6.03867, -0.82420, -1.93561], [4.62927, 1.58046, 0.67885], [-2.22389, -6.21777, -3.48853], [-4.91500, -5.31785, -3.37511], [2.76696, 3.62043, -0.88328], [-2.06997, -7.09969, -0.08485], [3.96467, -1.63733, 1.63590], [-4.97452, -7.35468, -3.47478], [-0.00482, -4.10408, 2.35805], [-2.10897, -0.85184, 0.74214], [5.83975, 2.58246, -3.83359], [-3.16832, -2.68892, -2.07520], [-1.91594, 1.58177, 9.33267], [2.87545, 0.73001, 2.90916], [-3.04920, -4.23503, -3.81571], [9.77757, 0.09078, -8.37777], [0.10228, -1.91598, 3.92699], [-0.96722, 0.04064, 10.36857], [1.68521, 3.68340, -1.00106], [-2.13113, 6.60046, -1.09503], [-1.34763, 1.50240, 5.40098], [7.14639, 2.96319, -5.48533], [-3.02576, -0.32019, 9.06462], [-4.38338, 6.21846, -2.07058], [-3.47132, 1.15202, 1.70096], [1.41020, 3.05892, -1.86552], [6.48688, 1.17081, -6.37841], [-2.68781, 0.89946, 10.76159], [6.00978, 4.26100, -4.24901], [1.04686, -0.30962, -2.85322], [0.72199, -0.39998, -0.07463], [3.82889, 3.77144, -5.12918], [-2.50859, -0.50220, 7.70980], [4.80952, 3.49836, -6.47540], [1.45936, 1.55596, 2.33615], [-0.67788, 6.46950, -1.05980], [-1.26122, -2.69071, 0.07588], [-0.34397, -2.85732, 5.33542], [-4.44259, -3.06912, 0.42135], [-2.46570, 5.30450, -2.78628], [-2.81115, 2.94323, -0.03233], [-3.43242, -1.97312, 4.81695], [1.14888, 4.95940, -1.14189], [-3.83997, 2.59517, -0.15156], [4.68632, -0.38808, 1.44647], [-1.40757, -3.00282, 3.92790], [-4.60217, 7.19909, -1.63441], [3.51367, 1.39381, -4.30836], [5.04938, 0.04534, 2.38044], [-4.81302, 6.28796, 0.46549], [-2.78707, 3.88389, 0.53198], [-3.98728, 0.18145, 8.92957], [-1.99577, 1.90483, 0.44091], [-1.73189, 0.03483, 1.86412], [-3.18804, -6.94213, -1.87178], [-0.59901, -0.53456, -1.70533], [2.24364, -3.72242, -0.38880], [-2.04411, -7.28744, -1.15482], [-4.45042, -3.39297, -4.11475], [-0.04113, -0.16010, 8.56943], [2.65396, -3.46287, 0.59545], [3.30617, 0.33108, -4.42987], [-3.99973, -3.12004, 1.27560], [-1.85804, -8.36539, -1.32187], [-1.02984, 0.59409, 5.22548], [-5.20211, -2.72831, -1.75480], [8.79197, -0.10219, -6.58221], [0.23040, 0.10695, 9.59412], [2.67872, 0.93818, 0.83092], [1.63448, -3.13920, 1.53150], [7.30311, 1.50871, -5.73110], [-1.96051, 1.39768, 6.13442], [0.84896, -0.70926, 9.95773], [-2.75460, -7.96262, -3.62865], [-2.40854, 3.25750, -0.99595], [3.01757, 2.41065, 2.21993], [4.43433, -2.53975, -0.18699], [10.85513, -0.18517, -6.99911], [3.08141, -1.34593, 2.05492], [-0.20793, 6.89512, -1.94791], [-1.60000, -0.92687, 7.65998], [-3.49256, -2.29211, 1.32348], [-4.06195, -4.14442, -3.41129], [-0.93527, -1.70457, 0.41416], [0.05190, -0.74915, -2.95353], [-2.85322, 6.20007, -2.28707], [-3.00351, -6.95692, -3.27618], [-0.25515, 5.00995, -1.00409], [-0.74939, -2.32018, 4.46671], [6.99402, 3.43247, -6.37087], [-3.11114, -1.29712, 9.54757], [-3.76787, -4.14311, -1.27825], [-3.36817, -0.78714, 6.58854], [7.18174, 0.93158, -4.81667], [-2.14065, 0.64501, 9.84635], [0.63205, -1.93417, -0.98432], [-3.98686, -3.41498, -2.05930], [4.04999, 0.66418, 0.52689], [-2.49736, -2.70237, 6.13021], [-5.34816, -5.36758, -2.46873], [-0.44545, 6.98704, -0.13152], [-5.05184, 4.64694, 0.75047], [1.30070, 3.12748, -0.13291], [-5.36020, -1.57524, -3.43622], [4.07145, 0.31795, -0.50201], [-4.23114, -1.37820, 6.93559], [8.62004, 1.29367, -6.43906], [8.61785, 1.76520, -7.43319], [-6.34951, 5.58940, -0.05207], [0.83853, -4.29517, 1.69583], [3.19063, -4.36921, 0.89371], [-0.69206, 4.38694, -1.79177], [-2.72343, -1.75982, 5.62242], [-0.64758, 0.22078, 1.81585], [-3.80339, 0.09034, 6.10427], [0.72005, 1.07946, 9.59167], [4.63353, 3.10454, -5.46926], [-1.11738, -6.84694, -1.55821], [-1.91005, -0.51574, 2.78697], [-2.69758, 6.94028, -3.08780], [-4.80227, 6.27395, -3.07730], [-4.84095, 5.14373, -1.31476], [0.43487, -4.72614, 0.77482], [-0.52300, -0.11178, -3.62101], [-0.42685, -1.81696, 1.37140], [-4.35692, -6.53876, -3.87704], [9.72712, -1.45475, -7.77625], [0.04975, -1.10095, -0.57478], [-0.58192, 4.64136, -0.02311], [-5.25551, -1.45411, -2.35444], [2.98443, -1.53101, -0.21187], [-1.49279, -1.26040, 5.08275], [5.96319, 3.25958, -4.68077], [1.41900, -5.08132, 2.19270], [-2.67511, 6.58686, -0.25494], [3.54208, -2.26626, 0.38352], [-2.11786, -0.21587, -0.05980]],
  "atomic_forces_ev_per_a": [[0.1122, -0.1272, -0.2310], [0.4119, 0.7611, -0.2097], [-0.7109, 0.2885, -1.5603], [0.0268, 0.3780, -0.6184], [-0.5027, 1.0252, 0.2409], [-0.9846, -0.8221, 0.4226], [0.1739, -0.0830, -0.0089], [0.0385, -0.3435, 0.2595], [0.5968, -0.4272, -0.1901], [-0.1568, -0.1875, -0.3109], [0.3143, -0.2216, 0.2332], [0.2954, 0.3061, -0.3845], [-0.5362, -0.0111, -0.2956], [-0.4068, -0.5357, -0.0293], [0.1185, 0.1254, -0.4341], [0.2796, -0.3200, -0.3576], [0.5290, 0.8070, -0.7973], [0.0618, 0.8009, -0.2299], [-0.6237, 0.2461, -0.0804], [-0.7106, 0.4199, 0.4218], [-0.3516, 0.2253, -0.0716], [0.0185, 0.3932, -0.0969], [0.8847, 0.5908, -0.7519], [0.6397, -0.0818, 0.0567], [0.1034, 0.0405, 0.0004], [-0.0703, -0.1477, -0.3926], [0.3163, 0.1494, -0.0059], [0.0848, -0.8797, 0.3317], [0.1635, 0.4121, 0.2827], [-0.2952, 0.0743, -0.4112], [0.5472, 0.0868, 0.1254], [-0.5185, -1.6226, 0.0455], [-0.0982, 0.0187, -1.3404], [0.3718, -0.1021, -0.3064], [-0.2523, -0.5121, 0.9363], [0.6262, 0.5882, -1.5163], [1.6688, 0.6868, -0.5399], [-0.1866, 0.4288, -0.2467], [0.0926, 0.0067, -0.0530], [0.0978, -0.2976, -0.0680], [-0.1083, 0.1682, -0.1357], [0.1626, 0.1129, -0.2043], [0.3310, -0.4078, -0.4313], [0.0109, 0.2812, -0.2268], [0.1259, -0.0389, 0.5512], [0.4482, 0.8709, -0.2660], [-0.0096, -0.7007, -0.3133], [0.0023, 0.1539, -0.1744], [-1.4575, -0.5888, 0.2700], [-0.1518, 0.0625, -0.0475], [0.2155, -0.4941, -0.3907], [-0.1433, 0.1183, 0.0080], [-0.3529, -0.5320, 0.5164], [0.0556, 0.2916, -0.7273], [0.0676, -0.0402, -0.1605], [0.5901, 0.6256, 0.4019], [-0.0946, 0.1414, -0.0032], [1.3126, -0.1979, -0.8152], [0.1527, 0.1986, -0.4684], [-0.1936, -0.1144, 0.3523], [-1.1795, -0.2012, 0.3202], [-0.7563, -0.0947, 0.3480], [0.0460, 0.2628, -0.4675], [-0.0148, -0.3276, 0.6187], [-0.1950, -0.2894, 0.3310], [0.2689, 0.1321, 0.1607], [0.9978, 0.2557, -0.4727], [-0.4263, 0.4746, 0.4399], [-0.6559, -0.1077, 0.3353], [-0.3777, 0.0563, 0.0168], [1.2748, -1.4060, -0.8414], [-0.3187, -0.1150, -0.0472], [0.4168, 0.2621, -0.2109], [0.2769, 0.0793, -0.1918], [0.4053, -0.1093, 0.4440], [0.0587, -0.0701, 0.2191], [-0.0530, 0.0473, 0.4176], [-0.4533, 0.4692, 0.1701], [0.0922, -0.3244, 0.6999], [0.3104, 0.0855, 0.2094], [-1.3110, -0.8301, -0.5548], [0.3375, -0.4167, 0.0886], [-0.1052, -0.7219, -0.7528], [-0.6084, 1.0331, -0.9125], [0.0918, -0.1420, 0.1726], [0.3499, 0.3138, 0.1894], [0.2864, 0.0480, -0.0741], [-0.2090, -0.3740, -0.1367], [0.1084, -0.0431, 0.3336], [-0.0799, -0.1621, -0.0302], [-0.0142, -0.3835, 0.2067], [0.1109, -0.3935, 0.3527], [-0.1155, 0.5200, 0.1574], [-0.0552, -0.2108, -0.0857], [0.0500, 0.0815, -0.3062], [-0.2867, 1.5903, -0.1092], [-0.5884, 0.0082, 0.6280], [-0.4179, 1.2524, 1.0957], [-0.2366, 0.8478, -0.2854], [-0.3349, 0.8682, 0.0612], [0.4968, 0.0535, 0.4987], [-0.0365, 0.0712, 1.8991], [0.2738, -0.0665, -0.1078], [-0.2738, 0.2371, 0.5030], [-0.2364, 0.0091, 0.1771], [-0.3624, -1.3259, 0.6640], [0.4540, 0.1892, 0.2209], [-0.1618, -0.4605, 1.3193], [0.3873, -0.0564, 0.4512], [0.0903, -0.1314, -0.7097], [-0.4291, -0.0408, 0.9261], [-0.1072, -0.0261, 0.2082], [0.0488, -0.5178, 0.0499], [0.9288, 0.0326, -0.2047], [-0.0272, -0.6737, -0.6683], [-0.2127, 0.3168, 0.0522], [-0.1226, 0.3829, 0.0081], [0.0185, 0.2532, -0.1428], [-0.1759, 0.1545, 0.0156], [0.0264, -0.2244, 0.0393], [-0.2493, -0.0244, -0.0355], [-0.0843, -0.0605, 0.4185], [-0.2150, -0.4955, 0.8944], [0.1999, 0.1597, 0.4508], [-0.2851, 0.1549, 0.0001], [0.3191, 0.4095, -0.3727], [0.0552, 0.0124, 0.1451], [0.3354, 0.1653, -0.1377], [0.0244, 0.0644, 0.2554], [0.0899, 0.9607, 0.2793], [-0.2752, 0.4935, 0.0261], [-0.3419, 0.5793, 0.2515], [0.0727, 0.3213, 0.1413], [-0.4885, -0.5909, 0.0970], [0.1644, -0.8662, 0.4300], [0.1305, 0.3336, -0.2655], [0.1040, -0.2679, -0.4427], [0.3141, -0.5044, -0.2259], [-0.3560, -1.9148, 1.4741], [0.4786, -0.2687, 0.8440], [0.1899, -0.7360, -0.5823], [0.1814, -0.4079, -0.0954], [0.6490, 0.2500, -0.0841], [-0.0524, -0.1892, -0.1847], [-0.3550, -0.0943, -0.5219], [-1.1902, -0.0865, -0.2156], [0.1326, -0.0406, -0.1038], [0.3669, -0.2182, 0.2978], [0.3848, 0.8028, -0.0504], [-0.7006, -0.1307, 0.0237]],
  "e_tot_ha": -2809.549027,
  "smiles": "COCCNCCOC.COCCNCCOC.COCCNCCOC.COCCNCCOC.COCCNCCOC.COCCNCCOC.O.O",
  "orbital_gap_ev": 8.9,
  "de_lowest_kcal_mol": 34.8,
  "max_force_ev_per_a": 2.443,
  "e_homo_ha": -0.3087
}